1.
{
  "formula": "C4H8N",
  "method": "wB97M-V/def2-TZVPD",
  "elements": ["C", "C", "C", "C", "N", "H", "H", "H", "H", "H", "H", "H", "H"],
  "xyz": [[-1.166, -0.768, -3.213], [0.323, -0.498, 1.991], [0.612, 0.817, -0.126], [-0.012, 0.596, 1.111], [-0.645, -0.546, -2.227], [-1.645, -0.984, -4.132], [0.712, -0.085, 2.930], [1.058, -1.184, 1.574], [-0.579, -1.029, 2.309], [0.542, 1.835, -0.509], [1.606, 0.380, -0.213], [0.015, 0.217, -0.920], [-0.822, 1.248, 1.424]],
  "forces_ev_per_angstrom": [[0.05, -0.03, 0.04], [0.14, -0.45, 0.02], [0.50, 0.68, 0.32], [0.04, -0.16, -0.34], [-0.08, -0.08, -0.06], [-0.22, -0.11, -0.43], [0.01, 0.18, 0.07], [-0.03, 0.07, 0.03], [-0.10, 0.03, 0.00], [-0.07, -0.01, 0.03], [0.01, -0.10, -0.01], [-0.16, -0.10, 0.36], [-0.08, 0.09, -0.03]],
  "de_lowest_kcal_mol": 33.2,
  "orbital_gap_ev": 10.9,
  "total_charge": 1,
  "homo_energy_ha": -0.6169,
  "lumo_ev": -5.9
}

2.
{
  "formula": "C4H8N",
  "method": "wB97M-V/def2-TZVPD",
  "elements": ["C", "C", "C", "N", "C", "H", "H", "H", "H", "H", "H", "H", "H"],
  "xyz": [[1.120, 0.921, -2.445], [0.850, 0.437, -1.131], [0.321, -0.003, 0.029], [-0.142, -0.405, 1.282], [-1.619, -0.374, 1.376], [0.138, 0.835, -2.950], [1.488, 1.935, -2.542], [1.883, 0.214, -2.994], [0.249, 0.148, 2.087], [0.260, -1.367, 1.445], [-2.002, -0.742, 2.316], [-1.779, 0.703, 1.371], [-2.185, -0.776, 0.384]],
  "forces_ev_per_angstrom": [[0.82, -1.74, -2.21], [-4.41, -3.44, 10.48], [4.59, 4.13, -9.78], [1.58, -1.95, 1.01], [-2.23, 0.81, -2.40], [0.60, 0.15, -0.17], [0.02, 0.15, 0.42], [-1.48, 1.30, 1.03], [-0.24, -0.18, -0.95], [-0.66, 0.76, -0.06], [0.19, -0.57, 0.06], [-0.57, 0.02, -0.05], [1.79, 0.55, 2.61]],
  "de_lowest_kcal_mol": 66.2,
  "orbital_gap_ev": 10.5,
  "total_charge": 1,
  "homo_energy_ha": -0.5269,
  "lumo_ev": -3.8
}

3.
{
  "formula": "C4H8N",
  "method": "wB97M-V/def2-TZVPD",
  "elements": ["C", "C", "C", "N", "C", "H", "H", "H", "H", "H", "H", "H", "H"],
  "xyz": [[0.662, -1.437, -0.477], [0.098, -0.194, -0.004], [-0.955, 0.124, 0.969], [-0.896, 0.885, -0.191], [0.583, 1.186, -0.094], [0.070, -2.349, -0.183], [1.598, -1.300, 0.098], [0.802, -1.527, -1.596], [-1.772, -0.691, 1.110], [-0.773, 0.723, 1.747], [-1.347, 1.252, -1.057], [0.948, 1.741, 0.751], [0.982, 1.587, -1.072]],
  "forces_ev_per_angstrom": [[-0.39, -1.66, -1.40], [0.53, 1.56, 1.00], [-3.18, -4.87, 0.33], [0.79, 2.28, -4.49], [0.39, 0.63, -1.97], [0.74, 1.03, 0.03], [0.05, -1.20, -0.67], [0.27, 0.42, 1.31], [1.31, 1.73, -0.46], [0.71, 1.64, 3.48], [-0.55, -0.92, 1.24], [-0.35, 0.17, 0.53], [-0.32, -0.81, 1.06]],
  "de_lowest_kcal_mol": 51.8,
  "orbital_gap_ev": 13.3,
  "total_charge": 1,
  "homo_energy_ha": -0.6051,
  "lumo_ev": -3.2
}

4.
{
  "formula": "C4H8N2",
  "method": "wB97M-V/def2-TZVPD",
  "elements": ["C", "N", "H", "H", "H", "C", "C", "C", "N", "H", "H", "H", "H", "H"],
  "xyz": [[1.722, -2.673, -0.035], [0.501, -2.973, 0.239], [2.516, -3.316, 0.389], [2.010, -1.812, -0.700], [-0.177, -2.540, -0.405], [-0.430, 1.908, 0.728], [-0.302, 0.642, 1.159], [-1.453, 1.985, -1.322], [-1.434, 2.423, -0.105], [0.384, 2.570, 1.063], [-0.834, -0.210, 0.681], [0.447, 0.429, 1.916], [-2.327, 2.231, -1.941], [-0.623, 1.337, -1.669]],
  "forces_ev_per_angstrom": [[-1.38, 0.21, -0.23], [1.37, -0.63, -1.07], [-0.29, 0.72, 0.16], [-0.16, -0.95, 0.42], [0.42, 0.70, 0.74], [-1.26, 0.42, -0.77], [0.19, -0.98, -0.58], [-0.21, -1.30, -2.88], [1.84, 0.87, 3.77], [-0.53, 0.49, 0.38], [0.01, 0.78, 0.70], [0.13, -0.20, -0.22], [0.51, -0.26, -0.11], [-0.66, 0.13, -0.33]],
  "spin_multiplicity": 2,
  "orbital_gap_ev": [2.9, 7.0],
  "total_charge": -1,
  "homo_energy_ha": [0.0273, -0.1244],
  "lumo_ev": [3.7, 3.6]
}

5.
{
  "formula": "C4H8N2",
  "method": "wB97M-V/def2-TZVPD",
  "elements": ["C", "C", "C", "C", "N", "N", "H", "H", "H", "H", "H", "H", "H", "H"],
  "xyz": [[-2.199, -0.078, -0.122], [0.994, 1.317, -0.205], [1.358, -0.725, 0.091], [-0.025, -1.048, 0.062], [-0.761, -0.043, -0.277], [2.288, -1.255, 0.744], [3.205, -0.852, 0.539], [-0.396, -2.069, 0.157], [-2.595, 0.890, -0.435], [-2.520, -0.261, 0.907], [-2.633, -0.843, -0.776], [1.577, 1.422, -1.112], [1.532, 1.521, 0.714], [0.175, 2.023, -0.289]],
  "forces_ev_per_angstrom": [[-0.25, -0.18, -0.33], [2.40, -0.62, -0.01], [0.08, 2.91, 0.70], [-2.23, 0.28, -1.14], [-0.19, -2.01, 0.89], [-0.02, -0.44, -1.14], [-0.19, 0.38, 0.41], [-0.11, 0.06, 0.44], [-0.04, -0.07, 0.03], [0.11, -0.06, -0.08], [-0.06, 0.00, 0.11], [0.51, 0.17, 0.15], [0.45, 0.27, -0.18], [-0.47, -0.69, 0.16]],
  "de_lowest_kcal_mol": 110.0,
  "orbital_gap_ev": 8.0,
  "homo_energy_ha": -0.2901,
  "lumo_ev": 0.1
}

6.
{
  "formula": "C4H8N2",
  "method": "wB97M-V/def2-TZVPD",
  "elements": ["C", "N", "C", "C", "C", "N", "H", "H", "H", "H", "H", "H", "H", "H"],
  "xyz": [[2.063, -0.259, 0.028], [0.981, -1.224, 0.240], [0.812, -0.127, -0.738], [0.193, 1.192, -0.327], [-1.891, -0.041, 0.066], [-0.900, 0.997, 0.386], [2.976, -0.607, -0.440], [2.192, 0.528, 0.776], [0.504, -0.982, 1.107], [0.793, -0.462, -1.776], [-1.932, -0.091, -1.024], [-1.648, -1.032, 0.451], [-2.870, 0.282, 0.420], [-1.274, 1.825, 0.830]],
  "forces_ev_per_angstrom": [[0.40, 0.03, -0.04], [-0.24, 0.04, 0.12], [0.09, 0.30, -0.17], [-0.07, -0.17, 0.48], [-0.12, -0.23, -0.10], [0.07, 0.49, -0.51], [-0.08, -0.16, 0.09], [0.10, -0.27, -0.11], [0.06, -0.08, -0.12], [0.00, 0.29, 0.19], [-0.17, -0.24, 0.13], [0.02, 0.16, 0.09], [0.11, -0.11, 0.10], [-0.14, -0.05, -0.16]],
  "de_lowest_kcal_mol": 86.7,
  "orbital_gap_ev": 8.7,
  "homo_energy_ha": -0.2908,
  "lumo_ev": 0.8
}

7.
{
  "formula": "C4H8N2",
  "method": "wB97M-V/def2-TZVPD",
  "elements": ["C", "N", "C", "C", "C", "N", "H", "H", "H", "H", "H", "H", "H", "H"],
  "xyz": [[1.035, 0.173, 0.931], [0.390, -0.050, -0.355], [0.183, 1.157, -1.132], [-0.778, -0.927, -0.363], [-1.135, -1.486, 0.950], [-1.465, -1.865, 1.991], [1.699, 1.037, 0.840], [1.648, -0.691, 1.210], [0.334, 0.373, 1.755], [-0.463, 1.904, -0.635], [-0.268, 0.901, -2.096], [1.152, 1.623, -1.340], [-0.641, -1.749, -1.078], [-1.691, -0.399, -0.677]],
  "forces_ev_per_angstrom": [[0.09, 0.02, 0.12], [0.01, -0.04, 0.00], [-0.01, 0.11, -0.11], [-0.16, -0.04, -0.04], [-0.25, -0.31, 0.93], [0.36, 0.26, -1.01], [-0.05, -0.16, -0.03], [-0.14, 0.11, 0.00], [0.07, 0.06, -0.14], [0.04, -0.12, -0.04], [0.06, 0.04, 0.13], [-0.17, -0.05, 0.06], [-0.03, 0.03, 0.19], [0.18, 0.09, -0.07]],
  "de_lowest_kcal_mol": 25.1,
  "orbital_gap_ev": 9.7,
  "homo_energy_ha": -0.3269,
  "lumo_ev": 0.8
}

8.
{
  "formula": "C4H8N2",
  "method": "wB97M-V/def2-TZVPD",
  "elements": ["C", "C", "C", "N", "N", "C", "H", "H", "H", "H", "H", "H", "H", "H"],
  "xyz": [[-0.937, -0.876, -1.412], [-0.415, -0.213, -0.474], [-0.304, 1.232, -0.132], [0.711, 1.460, 0.880], [1.013, 0.206, 1.591], [0.736, -0.895, 0.751], [-0.656, -1.824, -1.466], [-1.447, -0.539, -2.303], [-0.083, 1.878, -0.993], [-1.280, 1.584, 0.352], [1.533, 1.669, 0.269], [0.491, 0.000, 2.519], [0.263, -1.776, 1.208], [1.668, -1.258, 0.260]],
  "forces_ev_per_angstrom": [[-1.82, 1.17, -2.89], [4.50, 1.28, 4.97], [-2.81, 0.69, 0.83], [1.62, -0.65, -0.01], [-0.95, 0.04, 1.75], [-1.55, -0.27, -3.24], [0.76, -4.39, -0.22], [-0.36, 0.56, 0.26], [-0.22, -0.23, 0.19], [0.90, -0.40, -0.95], [-0.19, -0.42, 1.48], [0.78, 1.79, -2.14], [0.06, 0.50, 0.21], [-0.73, 0.33, -0.24]],
  "de_lowest_kcal_mol": 77.1,
  "orbital_gap_ev": 10.0,
  "homo_energy_ha": -0.3311,
  "lumo_ev": 1.0
}